1.
Molecular formula: CH4N2S
Method: DFT, wB97M-V/def2-TZVPD

Each line ends with the Mulliken charge.
Positions of all 8 atoms, in Å:
C -0.4891 -0.6313 0.3186  -0.22
N 0.3360 0.5378 1.0141  -0.38
N 0.2953 0.3559 -0.4180  -0.20
S 1.9277 -0.2104 -0.9189  -0.13
H -0.0035 -1.6396 0.5342  0.27
H -1.4249 -0.2435 0.0521  0.31
H -0.3453 1.2197 1.2998  0.21
H 2.4887 0.8952 -0.7471  0.14

Summary:
Charge: 0
Kohn-Sham gap (eV): 9.86
SMILES string: SN1CN1
Electronic energy (hartree): -548.06854
Strongest force on any atom (hartree/bohr): 0.091
LUMO energy (eV): 0.94
ΔE to the lowest compared entry with this formula, charge and spin (kJ/mol): 376.3

2.
Molecular formula: CH4N2S
Method: DFT, wB97M-V/def2-TZVPD

Each line ends with the Mulliken charge.
Positions of all 8 atoms, in Å:
C -0.1808 -0.5481 0.9466  -0.06
H 0.4832 -0.3072 -1.4450  0.26
H 1.1254 0.9599 -0.9066  0.29
H -1.3522 0.8926 0.0065  0.25
H -0.8438 -0.4171 1.8553  0.30
N 0.1895 0.6217 -1.1953  -0.68
N -0.4235 0.4394 0.0365  0.00
S 1.0022 -1.6412 0.7020  -0.36

Summary:
Charge: 0
Kohn-Sham gap (eV): 9.57
SMILES string: NNC=S
Electronic energy (hartree): -548.15553
Strongest force on any atom (hartree/bohr): 0.059
LUMO energy (eV): 0.72
ΔE to the lowest compared entry with this formula, charge and spin (kJ/mol): 147.9

3.
Molecular formula: CH4N2S
Method: DFT, wB97M-V/def2-TZVPD

Each line ends with the Mulliken charge.
Positions of all 8 atoms, in Å:
C 0.0203 0.3721 0.1170  -0.16
H 2.9132 -0.2606 -0.3641  0.26
H 1.8646 -1.4351 0.6311  0.29
H 0.3970 -1.5865 -0.6332  0.33
H 0.5861 1.1946 0.4887  0.36
N 2.0427 -0.3651 0.3887  -0.54
N 0.9061 -0.5097 -0.3470  -0.23
S -1.6578 0.3737 -0.0698  -0.31

Summary:
Charge: 0
Kohn-Sham gap (eV): 8.82
SMILES string: NNC=S
Electronic energy (hartree): -548.07277
Strongest force on any atom (hartree/bohr): 0.127
LUMO energy (eV): 0.35
ΔE to the lowest compared entry with this formula, charge and spin (kJ/mol): 365.2

4.
Molecular formula: CH4N2S2
Method: DFT, wB97M-V/def2-TZVPD

Each line ends with the Mulliken charge.
Positions of all 9 atoms, in Å:
C 0.6506 -1.0791 0.1906  -0.08
N -0.5197 -0.4935 0.2704  0.05
N -0.5273 0.8724 0.5456  -0.52
S 1.0477 -2.5658 -0.2559  -0.35
S -0.3396 1.8721 -0.9045  -0.04
H 1.4084 -0.3809 0.1577  0.32
H -1.2629 -1.0337 0.0037  0.20
H -1.3151 1.3448 1.0655  0.32
H 0.8579 1.4637 -1.0732  0.12

Summary:
Charge: 0
Kohn-Sham gap (eV): 8.85
SMILES string: S=CNNS
Electronic energy (hartree): -946.29956
Strongest force on any atom (hartree/bohr): 0.061
LUMO energy (eV): 0.26
ΔE to the lowest compared entry with this formula, charge and spin (kJ/mol): 228.4

5.
Molecular formula: CH4N2S3
Method: DFT, wB97M-V/def2-TZVPD

Each line ends with the Mulliken charge.
Positions of all 10 atoms, in Å:
C -0.1068 -0.2845 -0.1922  0.47
H 2.2856 1.0147 1.0558  0.17
H 1.0057 -1.8929 -0.7952  0.36
H -1.1217 -1.9492 0.7952  0.39
H -2.2227 1.2292 0.2386  0.19
N 1.1300 -0.9354 0.0908  -0.43
N -1.2020 -1.0307 -0.4055  -0.55
S 2.7657 -0.2499 0.0946  -0.10
S 0.1943 1.4312 -0.1431  -0.43
S -2.8852 -0.1145 0.1773  -0.05

Summary:
Charge: 0
Kohn-Sham gap (eV): 7.28
Electronic energy (hartree): -1344.32673
Strongest force on any atom (hartree/bohr): 0.128
LUMO energy (eV): -1.26
ΔE to the lowest compared entry with this formula, charge and spin (kJ/mol): 587.2

6.
Molecular formula: CH4N3
Method: DFT, wB97M-V/def2-TZVPD

Each line ends with the Mulliken charge.
Positions of all 8 atoms, in Å:
C -0.0702 0.1084 0.0414  0.59
N -0.8636 0.8670 0.7499  -0.27
N 0.5955 1.1050 0.7312  -0.31
N 0.1182 -0.9108 -0.6985  -0.26
H -0.9296 0.4760 1.7184  0.34
H 1.0539 1.8514 0.2236  0.28
H -0.5608 -1.6573 -0.7444  0.30
H 1.1086 -1.0932 -1.0801  0.33

Summary:
Charge: +1
Kohn-Sham gap (eV): 11.56
SMILES string: [NH2+]=C1NN1
Electronic energy (hartree): -204.40099
Strongest force on any atom (hartree/bohr): 0.067
LUMO energy (eV): -4.81
ΔE to the lowest compared entry with this formula, charge and spin (kJ/mol): 275.0

7.
Molecular formula: CH4N3
Method: DFT, wB97M-V/def2-TZVPD

Each line ends with the Mulliken charge.
Positions of all 8 atoms, in Å:
C 1.2593 -0.8020 -0.0478  0.30
N -2.0248 0.3806 -0.0130  -0.33
N -1.1945 -0.4941 -0.0247  -0.03
N 1.7908 0.3110 -0.0460  -0.18
H -3.0293 0.3134 -0.4385  0.31
H -1.3126 -1.5016 -0.0400  0.26
H 1.2052 1.1578 -0.1102  0.32
H 2.8736 0.4728 -0.0174  0.35

Summary:
Charge: +1
Kohn-Sham gap (spin up / spin down) (eV): 7.41 / 7.40
Electronic energy (hartree): -204.29328
Strongest force on any atom (hartree/bohr): 0.059
LUMO energy (spin up / spin down) (eV): -6.52 / -6.53
ΔE to the lowest compared entry with this formula, charge and spin (kJ/mol): 557.8

8.
Molecular formula: CH4N3O2
Method: DFT, wB97M-V/def2-TZVPD

Each line ends with the Mulliken charge.
Positions of all 10 atoms, in Å:
C -1.4137 -0.1182 1.5103  0.06
N -0.5100 -0.9309 -0.4173  -0.33
N 1.9010 1.5067 -1.2406  -0.16
N -1.4868 -0.1773 0.1586  -0.52
O 1.4168 0.6077 -2.0179  -0.34
O -0.4304 -0.5862 2.1789  -0.74
H -2.3205 0.3063 1.9623  0.34
H 0.4121 -1.1799 0.0943  0.23
H -0.4071 -0.5200 -1.3876  0.29
H 2.8386 1.0919 -0.8410  0.17

Summary:
Charge: -1
Kohn-Sham gap (spin up / spin down) (eV): 6.94 / 4.09
Electronic energy (hartree): -355.12360
Strongest force on any atom (hartree/bohr): 0.060
LUMO energy (spin up / spin down) (eV): 4.11 / 2.45
ΔE to the lowest compared entry with this formula, charge and spin (kJ/mol): 339.2

9.
Molecular formula: CH4N3O2
Method: DFT, wB97M-V/def2-TZVPD

Each line ends with the Mulliken charge.
Positions of all 10 atoms, in Å:
C 2.0258 -0.7164 -0.1851  0.09
N 0.3875 0.9209 -0.2113  -0.33
N -2.8353 0.3086 0.2019  -0.01
N 0.7663 -0.3702 -0.4691  -0.59
O -3.8201 -0.4434 0.1440  -0.31
O 2.7734 -0.1148 0.6229  -0.78
H 2.1818 -1.6812 -0.8148  0.26
H 1.0934 1.3110 0.4472  0.22
H -0.5638 1.1343 -0.0226  0.21
H -2.0088 -0.3489 0.2868  0.25

Summary:
Charge: -1
Kohn-Sham gap (spin up / spin down) (eV): 4.31 / 4.31
Electronic energy (hartree): -355.13541
Strongest force on any atom (hartree/bohr): 0.065
LUMO energy (spin up / spin down) (eV): 2.34 / 2.34
ΔE to the lowest compared entry with this formula, charge and spin (kJ/mol): 308.2

10.
Molecular formula: CH4N3O2
Method: DFT, wB97M-V/def2-TZVPD

Each line ends with the Mulliken charge.
Positions of all 10 atoms, in Å:
C -0.8538 0.4535 0.0804  0.53
N 1.7072 -0.5482 0.2177  0.56
N -0.3327 1.5027 0.0923  -0.18
N -1.7686 -0.4059 -0.1389  -0.29
O 0.5474 -0.9095 0.5327  -0.48
O 2.0716 0.5491 -0.0412  -0.35
H 2.5228 -1.2282 0.1626  0.33
H 0.1532 2.2086 -0.4312  0.33
H -1.3788 -1.3273 0.1088  0.29
H -2.6684 -0.2947 -0.5833  0.27

Summary:
Charge: +1
Kohn-Sham gap (eV): 10.78
Electronic energy (hartree): -354.82732
Strongest force on any atom (hartree/bohr): 0.081
LUMO energy (eV): -5.30
ΔE to the lowest compared entry with this formula, charge and spin (kJ/mol): 156.3

11.
Molecular formula: CH4N3OS
Method: DFT, wB97M-V/def2-TZVPD

Each line ends with the Mulliken charge.
Positions of all 10 atoms, in Å:
C -1.0712 -0.5615 1.1129  0.67
N -0.1216 -0.9984 1.6456  -0.32
N -0.0213 0.0381 -2.2207  -0.32
N 0.8946 0.6444 0.0063  -0.44
O -1.7328 -0.0220 0.3275  -0.45
S -0.2463 0.9940 -1.1004  0.57
H 0.1428 -1.5074 2.5043  0.32
H -0.4790 -0.2343 -3.1163  0.34
H 0.8342 1.3156 0.8407  0.34
H 1.8006 0.3314 0.0002  0.29

Summary:
Charge: +1
Kohn-Sham gap (eV): 9.86
Electronic energy (hartree): -677.84449
Strongest force on any atom (hartree/bohr): 0.106
LUMO energy (eV): -5.77
ΔE to the lowest compared entry with this formula, charge and spin (kJ/mol): 189.8

12.
Molecular formula: CH4N3P
Method: DFT, wB97M-V/def2-TZVPD

Each line ends with the Mulliken charge.
Positions of all 9 atoms, in Å:
C -0.6613 0.9449 -0.2256  -0.41
N 0.8483 0.8929 -0.2458  -0.34
N 1.4870 -0.1078 -0.1240  0.33
N 1.1722 -1.2913 0.0645  -0.51
P -1.5226 -0.6547 -0.2133  0.04
H -0.8681 1.5339 0.6684  0.30
H -0.9155 1.5332 -1.1125  0.31
H 1.8993 -1.9902 0.0209  0.23
H -1.4392 -0.8609 1.1674  0.04

Summary:
Charge: 0
Kohn-Sham gap (spin up / spin down) (eV): 7.81 / 7.46
Electronic energy (hartree): -545.96314
Strongest force on any atom (hartree/bohr): 0.040
LUMO energy (spin up / spin down) (eV): -1.07 / -1.14
ΔE to the lowest compared entry with this formula, charge and spin (kJ/mol): 418.0

- Among the records above, which one has the highest ΔE to the lowest compared entry with this formula, charge and spin?
  CH4N2S3